Entry 1:
Below is a structure of composition C3H5N3S at a distorted geometry, with properties calculated with the ωB97M-V functional and the def2-TZVPD basis.

The geometry in XYZ format:
```
12
C3H5N3S, DFT the ωB97M-V functional and the def2-TZVPD basis
C -0.51829 0.66649 0.06914
C -1.41947 -1.22423 0.04935
C -0.09755 -1.41589 0.11519
H 0.94541 2.28688 0.15379
H -0.92800 2.80591 -0.70506
H -2.21228 -2.00467 -0.52968
H 0.50527 -2.23952 -0.35439
H 2.97393 -0.73170 1.04513
N -0.26676 1.99559 0.11453
N -1.72316 0.13581 -0.01183
N 0.57879 -0.16585 0.18939
S 2.16212 -0.10881 -0.13558
```

Calculated values
* HOMO energy: -8.065 eV
* LUMO: 0.122 eV

Entry 2:
Below is an isolated molecule of C3H5N3S, with properties calculated with the ωB97M-V functional and the def2-TZVPD basis.

The geometry in XYZ format:
```
12
C3H5N3S, DFT the ωB97M-V functional and the def2-TZVPD basis
C 1.23183 -0.30285 0.84208
N 0.83670 0.76961 1.39197
N -0.17349 1.49764 0.78587
C -1.41435 0.79348 0.45811
C -1.44072 0.12848 -0.89688
N -0.59477 -0.66607 -1.38813
S 0.86184 -1.13811 -0.67899
H 2.02999 -0.80811 1.33618
H -0.39731 2.26819 1.43138
H -1.61691 0.01444 1.19239
H -2.22581 1.49538 0.49977
H -2.31895 0.31696 -1.54372
```

Calculated values
* SMILES: C1=NNCC=NS1
* HOMO energy: -8.523 eV
* LUMO: 0.724 eV

Entry 3:
Below is an isolated molecule of C3H5N3S at a distorted geometry, with properties calculated with the ωB97M-V functional and the def2-TZVPD basis.

The geometry in XYZ format:
```
12
C3H5N3S, DFT the ωB97M-V functional and the def2-TZVPD basis
N -0.46257 2.02577 0.03374
N -0.51872 0.64162 -0.19253
C -1.62565 -0.19272 -0.16390
N -1.30457 -1.43663 -0.06171
C 0.02646 -1.49600 -0.05504
C 0.62941 -0.17536 -0.18337
S 2.33227 -0.04425 -0.08542
H 0.24922 2.07488 0.79960
H 0.15950 2.31625 -0.74248
H -2.59477 0.15748 0.23576
H 0.52274 -2.55090 0.32455
H 2.58668 -1.32012 0.09080
```

Calculated values
* SMILES: Nn1cncc1S
* HOMO energy: -7.940 eV
* LUMO: 0.474 eV

Entry 4:
Below is an isolated molecule of C3H5N3S2 at a distorted geometry, with properties calculated with the ωB97M-V functional and the def2-TZVPD basis.

The geometry in XYZ format:
```
13
C3H5N3S2, DFT the ωB97M-V functional and the def2-TZVPD basis
C -1.75428 -0.92433 0.92500
S -1.54220 -0.01356 -0.60196
N 0.12605 0.05782 -0.63455
N 0.88289 -0.92509 -1.19598
C 2.09282 -0.50574 -1.00033
N 2.20988 0.72273 -0.38493
C 0.97380 1.05338 -0.20888
S 0.48121 2.52023 0.62008
H -1.50426 -0.33939 1.85243
H -1.31764 -1.91922 0.72647
H -2.86848 -1.10608 0.89876
H 2.98748 -1.02001 -1.34194
H -0.76728 2.39926 0.34583
```

Calculated values
* SMILES: CSn1ncnc1S
* HOMO energy: -9.253 eV
* LUMO: 0.498 eV

Entry 5:
Below is the ion C3H5N4O with charge +1 at a distorted geometry, with properties calculated with the ωB97M-V functional and the def2-TZVPD basis.

The geometry in XYZ format:
```
13
C3H5N4O, DFT the ωB97M-V functional and the def2-TZVPD basis
C -0.64895 -1.27291 0.08441
C -1.32191 0.02465 0.09920
C -0.07331 0.86153 -0.24534
N 0.99419 -0.12528 -0.23104
N -0.43712 -2.42688 0.12788
N 2.15589 0.00347 -0.11159
N 3.24874 -0.10080 -0.00775
O 0.12153 1.86913 0.52923
H -1.50711 0.30249 1.09306
H -2.16311 0.03537 -0.44744
H -0.25645 1.21678 -1.32909
H 0.21136 -3.08958 0.07028
H -0.32374 2.70203 0.36820
```

Calculated values
* total charge: +1
* HOMO energy: -14.604 eV
* LUMO: -4.527 eV

Entry 6:
Below is the ion C3H5N4O with charge +1, with properties calculated with the ωB97M-V functional and the def2-TZVPD basis.

The geometry in XYZ format:
```
13
C3H5N4O, DFT the ωB97M-V functional and the def2-TZVPD basis
O -1.92123 -0.89843 0.55438
C -1.73376 -0.67131 -0.61262
C -0.40728 -0.06370 -1.07433
N 0.44527 0.20397 0.07668
C 0.76411 1.35777 0.62381
N 1.58761 1.14622 1.64974
N 1.73278 -0.14027 1.78255
N 1.05468 -0.70900 0.84182
H -2.43461 -0.93195 -1.41194
H -0.55725 0.86827 -1.60245
H 0.10872 -0.73795 -1.75069
H 0.39804 2.28275 0.22889
H 0.96292 -1.70637 0.69416
```

Calculated values
* SMILES: O=CCn1cnn[nH+]1
* total charge: +1
* HOMO energy: -15.367 eV
* LUMO: -5.018 eV

Entry 7:
Below is a cluster of 2 separate species, C3H5N4O in total at a distorted geometry, with properties calculated with the ωB97M-V functional and the def2-TZVPD basis.

The geometry in XYZ format:
```
13
C3H5N4O, DFT the ωB97M-V functional and the def2-TZVPD basis
C 1.82501 -0.19298 0.73880
C 0.44240 -0.30663 0.90201
C -0.39545 -1.33900 0.57661
N 2.15344 0.95504 1.26359
N 0.04539 0.75677 1.63149
N -1.13897 -2.11535 0.12220
N -1.11766 0.93647 -1.83536
O 1.10021 1.52073 1.75310
H 2.72714 -0.64318 0.40009
H -1.68848 -2.92597 -0.05499
H -0.97801 1.33324 -0.87850
H -0.87837 1.45226 -2.65756
H -2.09666 0.56861 -1.96148
```

Calculated values
* total charge: +1
* HOMO energy: -13.448 eV
* LUMO: -6.277 eV

Entry 8:
Below is the ion C3H5N4S with charge -1 at a distorted geometry, with properties calculated with the ωB97M-V functional and the def2-TZVPD basis.

The geometry in XYZ format:
```
13
C3H5N4S, DFT the ωB97M-V functional and the def2-TZVPD basis
C -0.55090 -0.59223 0.10395
C 1.67465 0.11078 0.19985
C -1.98305 -1.01822 -0.03004
N 0.35180 -1.61952 0.15310
N 1.61115 -1.10101 0.10610
N -0.28251 0.65131 -0.00140
N 2.47783 1.20415 0.00117
S -0.94111 2.08377 -0.19953
H -2.41388 -0.25730 -0.62277
H -2.06019 -1.94287 -0.62820
H -2.44250 -1.11937 0.95983
H 2.15467 1.78649 -0.81313
H 2.40404 1.81401 0.77106
```

Calculated values
* spin multiplicity: 3
* total charge: -1
* HOMO energy (spin up / spin down): -0.095 / -3.463 eV
* <S²>: 2.03
* LUMO (spin up / spin down): 3.621 / 2.690 eV

For reference, calculated total energy by record: -18493.0855; -18495.4196; -18494.9487; -29331.9047; -11188.1461; -11190.2566; -11187.7931; -19983.3813 eV.